1.
{
  "formula": "C32H52N4O4",
  "method": "wB97M-V/def2-TZVPD",
  "homo_lumo_gap_ha": 0.3584,
  "total_charge": 2,
  "species": ["C", "C", "C", "H", "H", "H", "N", "C", "C", "H", "C", "C", "C", "O", "C", "C", "H", "H", "H", "C", "N", "C", "H", "O", "H", "N", "C", "H", "C", "H", "H", "H", "H", "H", "H", "C", "C", "C", "C", "H", "C", "H", "H", "H", "H", "H", "H", "C", "H", "H", "C", "H", "H", "H", "O", "H", "C", "H", "H", "H", "H", "C", "H", "H", "H", "C", "H", "H", "H", "H", "H", "H", "C", "C", "H", "H", "C", "H", "H", "H", "N", "H", "C", "C", "H", "C", "C", "C", "H", "O", "H", "H"],
  "positions_angstrom": [[-0.437, -6.579, -8.389], [-0.060, -1.981, -1.894], [0.565, 6.299, 4.893], [1.259, 1.898, 1.878], [0.730, 10.485, 7.701], [-4.042, -7.864, -9.420], [-2.478, -7.931, -7.999], [-1.380, -6.622, -6.177], [3.179, 2.342, 4.224], [-3.673, -6.316, -8.636], [0.585, -5.297, -6.630], [0.492, 2.482, 2.387], [-0.541, -0.642, 0.199], [3.029, 5.005, 4.913], [-0.595, 6.897, 4.397], [-1.407, -7.025, -7.501], [-0.111, 2.909, 4.415], [-4.188, -8.985, -7.379], [1.312, -5.385, -8.631], [0.756, -3.091, -2.557], [1.955, 3.112, 4.284], [-0.885, 8.200, 4.734], [1.242, 8.306, 8.670], [0.776, 5.004, 4.535], [-1.245, 6.325, 3.756], [2.087, 9.074, 6.895], [-1.860, -9.155, -8.550], [2.434, 10.943, 7.794], [2.217, 8.372, 8.190], [-1.960, -3.948, -0.806], [-2.914, -8.887, -6.159], [-0.303, 9.961, 5.761], [4.127, 9.625, 6.818], [-1.572, -5.655, -0.501], [3.120, 1.497, 4.911], [-0.897, 1.977, 1.996], [0.434, -4.507, -2.065], [0.729, 2.438, 3.900], [-3.428, -8.337, -6.945], [-2.597, -6.956, -9.882], [-0.035, 8.942, 5.546], [0.574, -4.573, -0.986], [-1.609, -0.791, 0.021], [-1.272, -9.647, -7.777], [-0.018, -2.719, 0.139], [-0.507, -1.488, 2.167], [-1.125, -2.171, -2.040], [0.557, -5.724, -7.941], [-0.429, -6.875, -9.426], [0.753, -0.296, 1.886], [2.023, 4.407, 4.603], [-2.854, -5.228, -1.653], [4.009, 2.983, 4.511], [2.286, 6.534, 6.102], [-2.447, -5.698, -3.844], [0.811, 1.404, 4.241], [3.394, 9.107, 6.203], [0.171, -1.043, -2.404], [-2.229, 0.311, 2.117], [-3.920, -7.467, -6.515], [1.818, -2.914, -2.377], [1.403, 7.023, 5.733], [-0.248, 0.282, -0.302], [1.596, 11.028, 6.243], [1.123, -5.209, -2.543], [-0.299, -0.521, 1.703], [3.753, 8.100, 6.001], [-1.206, -8.919, -9.385], [-2.111, -6.938, -5.457], [-1.104, 0.413, 3.461], [3.345, 1.971, 3.213], [-1.646, 2.610, 2.478], [0.239, -1.808, -0.405], [-1.883, -4.935, -1.260], [-2.634, -9.838, -8.897], [1.350, -4.625, -6.277], [1.112, 8.346, 6.039], [0.591, -3.054, -3.635], [3.290, 9.630, 5.254], [2.604, 7.367, 8.048], [-0.930, -4.920, -2.350], [0.591, 3.518, 2.053], [-0.393, -5.739, -5.741], [1.680, 10.464, 7.170], [2.899, 8.917, 8.841], [-1.329, -5.336, -3.555], [-3.241, -7.226, -9.050], [-1.190, 0.524, 2.379], [-1.781, 8.664, 4.354], [-0.285, -5.291, -4.462], [1.309, -1.637, -0.272], [-1.016, 2.096, 0.919]],
  "nbo_charge": [-0.2511, -0.3972, 0.4090, 0.2000, 0.2395, 0.2325, -0.2212, -0.3255, -0.4130, 0.2428, -0.2326, -0.4099, -0.3929, -0.6618, -0.2298, 0.1285, 0.2200, 0.2367, 0.2396, -0.3999, -0.4227, -0.1717, 0.2408, -0.5238, 0.2394, -0.2212, -0.4064, 0.2384, -0.4074, 0.2017, 0.2407, 0.2321, 0.2312, 0.2043, 0.2050, -0.3953, -0.2141, -0.2153, -0.4160, 0.2364, -0.2477, 0.2105, 0.1963, 0.2418, 0.1882, 0.2052, 0.1958, -0.1700, 0.2243, 0.1903, 0.8939, 0.2468, 0.2472, 0.2677, -0.6595, 0.2065, -0.4092, 0.2109, 0.2087, 0.2464, 0.2103, -0.3270, 0.1965, 0.2395, 0.2186, -0.3940, 0.2470, 0.2364, 0.2773, 0.1985, 0.2021, 0.2026, -0.3940, -0.4108, 0.2330, 0.2401, 0.1274, 0.2087, 0.2403, 0.2399, -0.4321, 0.2103, 0.4094, -0.4138, 0.2327, 0.8946, -0.4063, -0.3939, 0.2390, -0.5243, 0.1996, 0.2090]
}

2.
{
  "formula": "C32H52N9O3SY",
  "method": "wB97M-V/def2-TZVPD",
  "homo_lumo_gap_ha": 0.2887,
  "total_charge": 2,
  "species": ["H", "C", "H", "H", "N", "C", "H", "H", "H", "O", "N", "H", "H", "H", "C", "H", "N", "H", "H", "H", "C", "N", "C", "H", "C", "C", "H", "C", "C", "C", "C", "H", "H", "H", "H", "N", "H", "C", "H", "H", "C", "H", "C", "C", "H", "H", "C", "H", "H", "C", "H", "H", "C", "C", "H", "O", "Y", "C", "C", "N", "C", "C", "H", "C", "O", "C", "H", "C", "C", "H", "C", "C", "C", "C", "C", "H", "N", "H", "H", "N", "H", "H", "H", "H", "H", "H", "H", "H", "H", "H", "S", "H", "H", "H", "H", "H", "H", "N"],
  "positions_angstrom": [[-2.241, 1.763, 1.113], [-1.933, -4.036, 1.879], [0.170, -0.447, 6.742], [0.607, 3.122, -4.205], [-3.030, 0.100, 0.205], [0.249, -0.787, -3.681], [2.213, 1.144, 4.096], [-2.726, -0.439, 2.171], [-4.634, -5.616, 0.616], [-0.530, -2.449, 0.870], [1.730, 2.856, -1.774], [-5.618, 1.703, 2.537], [3.706, 3.342, -1.999], [-3.981, 1.480, 2.827], [1.226, 4.010, -4.344], [1.768, -4.227, -2.317], [1.899, 1.561, -1.643], [0.154, -0.628, -4.759], [-5.114, -0.638, 2.814], [-1.527, -1.981, -3.826], [1.713, -1.436, 2.589], [1.915, -1.323, 1.325], [2.733, 3.729, -2.309], [-1.307, -4.008, 2.758], [-0.863, 0.649, 5.211], [-3.806, -4.930, 0.668], [3.674, -1.605, -2.629], [-3.031, 1.534, 0.390], [-3.472, -0.602, 1.390], [1.383, -1.795, -3.478], [-1.143, -1.180, -3.178], [-3.250, -5.513, 2.659], [2.592, 2.857, 4.319], [-4.114, -4.165, -1.294], [0.000, 4.098, -1.477], [-1.233, -1.589, -1.776], [2.864, -3.029, 0.611], [-3.503, -4.132, -0.402], [3.538, -3.096, -1.716], [-2.692, -2.879, -2.433], [3.149, -2.075, -1.795], [2.471, 4.668, 2.692], [3.539, -1.305, -0.531], [1.191, -3.464, -1.780], [2.426, -2.032, 3.176], [-2.766, 2.010, -0.555], [0.054, -0.288, 5.683], [3.919, -1.942, 1.512], [4.320, 2.460, -4.285], [-2.402, -3.247, -0.379], [3.450, 3.756, 1.514], [1.241, 4.241, -5.406], [-1.577, -3.196, 0.791], [0.450, 3.127, -1.459], [-3.584, -0.170, -0.602], [-0.512, 0.350, 1.628], [0.221, -0.744, -0.035], [3.100, -1.972, 0.780], [3.248, 2.505, -4.461], [-0.144, 2.006, -1.132], [2.601, 2.034, 3.613], [0.821, -0.976, 4.777], [2.787, 1.613, -4.037], [2.446, 4.027, 1.819], [1.876, 1.568, 1.079], [-4.842, -0.125, 1.891], [2.256, -1.355, -3.964], [2.657, 3.777, -3.855], [0.711, -0.788, 3.385], [-1.709, 1.593, 3.500], [-4.384, 2.071, 0.894], [-0.281, 0.116, 2.884], [-3.015, -4.874, 1.821], [-2.104, -2.528, -1.572], [-1.024, 0.834, 3.860], [1.566, -1.669, 5.141], [0.785, 1.065, -1.257], [0.154, -3.562, -2.091], [3.085, 2.500, -5.537], [-4.741, 1.339, 2.143], [-5.620, -0.304, 1.146], [-5.175, 1.900, 0.160], [3.268, 4.629, -4.168], [1.241, -3.675, -0.712], [3.121, -0.294, -0.571], [-1.793, -0.305, -3.317], [-3.504, -1.670, 1.178], [3.606, 1.863, 3.243], [0.537, 0.165, -3.243], [0.762, 4.848, -3.826], [1.520, 2.475, 2.200], [1.145, -2.710, -4.030], [4.628, -1.221, -0.532], [1.933, 4.536, 1.010], [2.578, 4.726, -1.890], [-4.330, 3.140, 1.106], [-1.436, 1.237, 5.913], [1.692, -2.108, -2.065]],
  "lowdin_charge": [0.1003, -0.0019, 0.1102, 0.0739, -0.0452, -0.1744, 0.0295, 0.1112, 0.1064, -0.1909, -0.0729, 0.1931, 0.1410, 0.1728, -0.0661, 0.1068, 0.1158, 0.1251, 0.1427, 0.1208, -0.0814, -0.0878, -0.0917, 0.1173, -0.0660, -0.0819, 0.1172, -0.2035, -0.1724, -0.1744, -0.2078, 0.1145, 0.0616, 0.1157, 0.1432, -0.0685, 0.1213, -0.0418, 0.1259, 0.1365, -0.1848, 0.0542, -0.1568, -0.0807, 0.1465, 0.1134, -0.0771, 0.1281, 0.0865, -0.1738, 0.0596, 0.0915, -0.3556, -0.0970, 0.1253, -0.2681, 1.4761, -0.1837, -0.0622, 0.0964, -0.1959, -0.0412, 0.0554, -0.2210, -0.5699, -0.0815, 0.1134, -0.3836, -0.1576, 0.0952, -0.0910, -0.3995, -0.0582, -0.1231, -0.0503, 0.1205, -0.1956, 0.0769, 0.0879, 0.0562, 0.1419, 0.1394, 0.1437, 0.0787, 0.0730, 0.1208, 0.1129, 0.0675, 0.0579, 0.0786, 0.8861, 0.1290, 0.1222, 0.0296, 0.1377, 0.1378, 0.1121, -0.2180]
}

3.
{
  "formula": "C32H53Cl3FN2O14P3",
  "method": "wB97M-V/def2-TZVPD",
  "homo_lumo_gap_ha": 0.2613,
  "total_charge": 0,
  "species": ["H", "H", "H", "O", "H", "H", "H", "H", "H", "H", "C", "H", "O", "H", "H", "C", "H", "H", "H", "O", "O", "H", "O", "C", "P", "N", "O", "O", "H", "H", "H", "H", "H", "C", "C", "H", "H", "H", "H", "H", "H", "H", "C", "O", "C", "H", "H", "H", "C", "N", "C", "Cl", "H", "C", "H", "H", "C", "O", "O", "C", "C", "H", "H", "C", "C", "H", "H", "O", "C", "H", "H", "C", "C", "Cl", "H", "F", "C", "C", "H", "O", "H", "H", "H", "C", "C", "C", "P", "C", "P", "C", "O", "H", "C", "C", "H", "H", "H", "C", "H", "O", "H", "C", "C", "H", "Cl", "H", "C", "C"],
  "positions_angstrom": [[0.292, 7.268, 0.684], [-7.234, -10.168, -1.550], [-0.662, 7.293, -2.197], [0.404, -4.214, 3.008], [-2.111, 7.778, 0.721], [1.459, 2.702, 1.466], [1.052, 7.544, -1.574], [-1.537, 1.032, -0.417], [4.817, 12.083, -0.547], [0.326, 5.920, -1.695], [1.034, 2.458, 0.474], [-4.425, -5.426, -3.857], [3.988, 10.367, -1.403], [0.951, -2.459, 8.704], [-5.675, -10.102, -5.136], [2.219, -0.971, 0.221], [1.831, 2.729, -0.239], [4.741, 6.722, -1.413], [-3.659, -3.074, -2.614], [1.738, 1.082, -3.284], [5.025, 8.531, -2.423], [3.392, -1.853, 1.797], [-5.058, -9.616, -3.197], [-0.495, 7.063, -0.062], [5.256, 9.337, -1.042], [0.158, 4.797, 0.592], [-1.553, 8.015, -0.030], [4.597, 8.669, 0.132], [-8.129, -8.771, -0.930], [2.631, -3.574, 7.244], [1.385, 0.744, -4.123], [2.944, -2.917, 0.288], [0.292, 4.922, 1.591], [0.022, -3.148, 0.923], [-4.782, -10.147, -4.506], [-1.518, -4.759, 3.737], [-4.673, -2.806, -1.208], [-2.159, -3.407, 5.825], [3.104, 12.171, -0.984], [-4.479, -11.186, -4.398], [0.999, -3.616, 0.730], [8.811, 8.904, -0.658], [0.933, -1.137, -0.648], [-1.544, -0.434, 1.635], [-2.637, -2.823, -0.641], [-0.150, -5.800, 4.121], [1.334, -2.795, -1.971], [0.758, -0.897, 2.545], [-0.291, -1.937, 0.005], [-1.020, 0.168, -0.582], [0.722, -1.837, 3.109], [-1.139, -2.625, -2.740], [4.324, 6.752, -3.137], [1.163, -4.112, 5.789], [3.596, 11.239, 0.446], [1.915, -4.572, 5.142], [2.881, -1.967, 0.841], [-4.682, -7.547, -2.021], [-7.056, -8.418, -2.631], [-1.035, -0.675, 0.581], [3.052, -1.564, -2.213], [-6.372, -8.858, -0.704], [-0.798, 3.227, -0.532], [1.576, -3.536, 6.975], [-1.120, -3.464, 6.155], [-3.970, -9.590, -4.978], [-3.910, -4.371, -1.334], [0.695, 1.081, 0.537], [-5.277, -5.758, -4.452], [6.027, 6.739, -2.647], [-0.850, 3.077, 1.228], [-0.204, 3.388, 0.375], [-1.403, -2.443, -0.990], [-1.185, 0.736, -3.429], [-0.679, -3.965, 0.687], [3.741, -0.394, -2.138], [-0.449, -4.743, 4.004], [-3.747, -3.301, -1.554], [-1.120, -2.864, 2.830], [3.687, -2.525, -2.558], [7.988, 9.964, -1.819], [2.769, -0.022, 0.238], [-5.818, -4.890, -4.821], [-0.097, -2.967, 2.452], [0.603, -2.914, 7.775], [7.915, 9.496, -0.833], [0.451, 1.458, -2.319], [-1.020, 5.625, 0.264], [-5.576, -8.008, -3.130], [5.033, 7.108, -2.390], [-6.170, -6.536, -3.638], [1.767, -2.131, 3.295], [3.877, 11.530, -0.567], [1.563, -1.722, -1.962], [1.035, -1.339, -2.852], [-4.928, -6.342, -5.304], [-1.759, 5.620, 1.091], [-0.171, -4.087, 5.363], [7.845, 10.268, -0.063], [6.774, 8.622, -0.769], [-1.451, -2.364, 7.972], [-0.706, -2.871, 7.354], [0.467, 0.418, -0.712], [-1.533, 5.289, -0.650], [-3.171, -2.879, 1.047], [0.306, -1.585, 4.098], [-7.192, -9.091, -1.384], [0.117, 6.980, -1.487]],
  "lowdin_charge": [0.1356, 0.0842, 0.0852, -0.1346, 0.0791, 0.1333, 0.0737, 0.1166, 0.0776, 0.0654, -0.2122, 0.0724, -0.2332, 0.1016, 0.0845, -0.1138, 0.1175, 0.0851, 0.0403, -0.3469, -0.2612, 0.0759, -0.2412, -0.4119, 0.6110, -0.0532, -0.0470, -0.2696, 0.0883, 0.1036, 0.0415, 0.0868, 0.1161, -0.0679, -0.1207, 0.1266, 0.0754, 0.1144, 0.0867, 0.0858, 0.1165, 0.0850, -0.2170, 0.1208, -0.6687, 0.1325, 0.1096, 0.0663, -0.2060, 0.0278, -0.0235, 0.7348, 0.0887, -0.0555, 0.0841, 0.1219, 0.0335, -0.2630, -0.2598, -0.4281, -0.4437, 0.0846, 0.0772, -0.0773, -0.0418, 0.0815, 0.0887, -0.1400, -0.1152, 0.0843, 0.1309, -0.2337, -0.5221, 0.2472, 0.1108, 0.0895, -0.1670, -0.1480, 0.0980, 0.1407, 0.0827, 0.1300, 0.0889, -0.3401, -0.0996, -0.1265, 0.7263, -0.2080, 0.5855, -0.1072, -0.2263, 0.0748, -0.1212, -0.0978, 0.0605, 0.0795, 0.1219, -0.2098, 0.0807, -0.2500, 0.1028, -0.0966, -0.4847, 0.1204, 0.7740, 0.0869, -0.1077, -0.0350]
}

Ordered highest occupied orbital energy results: -12.780, -12.370, -8.725; unit eV.
Ordered strongest force on any atom results: 1.069, 2.392, 8.355; unit eV/Å.
Ordered DFT total energy results: -48166.138, -65449.582, -133833.467; unit eV.